{"formula": "C40H31AgAsP", "method": "ωB97M-V with the def2-TZVPD basis set", "e_tot_ev": -116109.0185, "gap_ha": 0.279, "homo_energy_ev": -6.948, "largest_force_ev_per_a": 0.38, "species": ["Ag", "C", "C", "C", "C", "C", "C", "P", "C", "C", "C", "C", "C", "C", "C", "C", "C", "C", "C", "C", "C", "C", "C", "C", "H", "H", "H", "H", "H", "H", "H", "H", "H", "H", "H", "H", "H", "H", "H", "H", "C", "C", "C", "C", "C", "C", "As", "C", "C", "C", "C", "C", "C", "C", "C", "C", "C", "C", "C", "H", "H", "H", "H", "H", "H", "H", "H", "H", "H", "H", "H", "H", "H", "H"], "positions_angstrom": [[-0.036088, 1.053178, 0.669617], [6.481428, 1.916826, -1.431152], [5.985235, 0.694942, -1.857958], [4.765890, 0.226783, -1.381829], [4.028642, 0.983534, -0.476472], [4.529752, 2.219780, -0.063293], [5.750894, 2.679982, -0.528101], [2.401252, 0.482932, 0.203708], [2.065274, -1.064042, -0.719977], [1.512250, -0.941355, -1.995991], [1.277847, -2.061984, -2.777690], [1.580686, -3.323892, -2.282009], [2.107433, -3.456574, -1.006043], [2.349971, -2.332529, -0.225629], [2.830994, -0.122883, 1.874916], [4.125403, -0.439290, 2.197744], [4.450975, -0.957476, 3.468062], [3.465957, -1.165173, 4.386852], [2.115547, -0.852016, 4.093618], [1.098504, -1.083486, 5.051049], [-0.196058, -0.780906, 4.752888], [-0.525605, -0.219287, 3.497452], [0.409735, 0.036573, 2.520777], [1.768837, -0.304764, 2.825114], [7.432586, 2.277105, -1.801588], [6.550779, 0.096430, -2.561392], [4.393677, -0.734620, -1.713250], [3.953956, 2.817838, 0.635290], [6.130627, 3.636581, -0.191764], [1.279564, 0.047924, -2.377548], [0.851742, -1.953617, -3.767343], [1.394045, -4.202599, -2.887258], [2.334729, -4.440686, -0.614368], [2.766680, -2.439705, 0.768207], [4.917330, -0.299684, 1.472443], [5.480628, -1.197581, 3.701446], [3.701211, -1.577049, 5.362588], [1.369704, -1.502255, 6.013654], [-0.978722, -0.958135, 5.482301], [-1.567080, 0.020906, 3.315119], [-7.541849, 1.379307, -0.839644], [-6.668870, 2.388192, -0.457189], [-5.371938, 2.079220, -0.071916], [-4.919213, 0.761207, -0.076842], [-5.809066, -0.244106, -0.448011], [-7.109271, 0.062316, -0.828860], [-3.128577, 0.310790, 0.622787], [-2.126828, 1.759536, -0.256432], [-1.378388, 1.611366, -1.434334], [-0.760482, 2.718297, -2.033097], [-0.852829, 3.967436, -1.457455], [-1.533878, 4.119494, -0.247741], [-2.143463, 3.034124, 0.350079], [-2.707560, -1.164849, -0.572305], [-3.088502, -1.230776, -1.911280], [-2.748213, -2.333600, -2.681131], [-2.021505, -3.376825, -2.120452], [-1.625721, -3.313003, -0.793151], [-1.966998, -2.209857, -0.021812], [-8.553693, 1.618422, -1.140683], [-6.998598, 3.419587, -0.457228], [-4.711482, 2.883160, 0.223069], [-5.488089, -1.278703, -0.445928], [-7.784597, -0.732917, -1.119056], [-1.341072, 0.650938, -1.932089], [-0.206094, 2.581856, -2.953145], [-0.377746, 4.820129, -1.924151], [-1.577141, 5.088574, 0.232256], [-2.644377, 3.160855, 1.303012], [-3.664932, -0.425627, -2.351478], [-3.052950, -2.381655, -3.719196], [-1.759134, -4.237192, -2.723764], [-1.045082, -4.115923, -0.357924], [-1.648044, -2.149520, 1.012903]], "atomic_forces_ev_per_a": [[0.1, -0.1, 0.1], [0.0, 0.0, 0.0], [0.0, 0.0, 0.0], [0.0, 0.0, 0.0], [-0.1, 0.1, 0.0], [0.0, 0.0, 0.0], [0.0, 0.0, 0.0], [0.1, -0.1, 0.0], [0.0, 0.0, 0.0], [0.0, 0.0, 0.0], [0.0, 0.0, 0.0], [0.0, 0.0, 0.0], [0.0, 0.0, 0.0], [0.0, 0.0, 0.0], [-0.1, 0.0, 0.0], [0.0, 0.0, 0.0], [0.0, 0.0, 0.0], [0.0, 0.0, 0.0], [0.0, 0.0, -0.1], [0.0, 0.0, 0.0], [0.0, 0.0, 0.0], [0.0, 0.0, 0.0], [0.0, 0.0, 0.0], [0.0, 0.0, 0.0], [0.0, 0.0, 0.0], [0.0, 0.0, 0.0], [0.0, 0.0, 0.0], [0.0, 0.0, 0.0], [0.0, 0.0, 0.0], [0.0, 0.0, 0.0], [0.0, 0.0, 0.0], [0.0, 0.0, 0.0], [0.0, 0.0, 0.0], [0.0, 0.0, 0.0], [0.0, 0.0, 0.0], [0.0, 0.0, 0.0], [0.0, 0.0, 0.0], [0.0, 0.0, 0.0], [0.0, 0.0, 0.0], [0.0, 0.0, 0.0], [0.0, 0.0, 0.0], [0.0, 0.0, 0.0], [0.0, -0.1, -0.1], [0.0, 0.1, 0.0], [0.0, 0.0, 0.0], [0.0, 0.0, 0.0], [-0.4, 0.1, 0.0], [0.2, 0.2, 0.0], [-0.1, 0.1, 0.0], [0.0, -0.1, 0.0], [0.0, 0.0, 0.1], [0.0, 0.0, -0.1], [0.0, -0.1, 0.0], [0.2, -0.1, 0.0], [0.0, 0.0, 0.0], [0.0, 0.0, 0.0], [0.0, 0.0, 0.0], [0.0, 0.0, 0.0], [0.0, 0.1, 0.0], [0.0, 0.0, 0.0], [0.0, 0.0, 0.0], [0.0, 0.0, 0.0], [0.0, 0.0, 0.0], [0.0, 0.0, 0.0], [0.0, 0.0, 0.0], [0.0, 0.0, 0.0], [0.0, 0.0, 0.0], [0.0, 0.0, 0.0], [0.0, 0.0, 0.0], [0.0, 0.0, 0.0], [0.0, 0.0, 0.0], [0.0, 0.0, 0.0], [0.0, 0.0, 0.0], [0.0, 0.0, 0.0]], "nbo_charge": [0.760, -0.213, -0.214, -0.160, -0.350, -0.195, -0.210, 0.772, -0.348, -0.212, -0.202, -0.210, -0.227, -0.149, -0.233, -0.233, -0.232, -0.194, 0.016, -0.237, -0.211, -0.275, -0.432, -0.154, 0.214, 0.212, 0.214, 0.217, 0.215, 0.213, 0.214, 0.213, 0.215, 0.221, 0.217, 0.212, 0.206, 0.203, 0.205, 0.202, -0.213, -0.223, -0.169, -0.335, -0.232, -0.205, 0.950, -0.419, -0.288, -0.192, -0.210, -0.225, -0.180, -0.372, -0.167, -0.239, -0.198, -0.206, -0.204, 0.214, 0.213, 0.200, 0.219, 0.214, 0.243, 0.219, 0.220, 0.221, 0.218, 0.214, 0.214, 0.213, 0.220, 0.235]}